[1]
Here is a cluster of 2 separate species, C12H20N2O3P in total at a distorted geometry from OMol25. Energies are from ωB97M-V/def2-TZVPD.

Results
ΔE to the lowest compared entry with this formula, charge and spin	68.2	kcal per mole
strongest force on any atom	3.02	eV/Å
total energy	-1145.4670	a.u.
frontier orbital gap	8.626	eV
total charge	+1

Last column: natural (NBO) charge in e.
Positions of all 38 atoms, in Å:
1 C 1.61 2.92 -2.60  -0.65
2 C 0.29 2.38 -1.97  0.04
3 C -0.96 2.98 -2.45  -0.21
4 C -2.21 2.49 -1.89  -0.18
5 C -2.24 1.46 -0.88  -0.23
6 C -0.99 0.85 -0.38  -0.03
7 C -1.15 -0.23 0.73  -0.73
8 P 0.25 -1.44 0.86  1.00
9 C -0.24 -3.18 0.34  -0.68
10 C -0.55 -3.25 -1.21  -0.52
11 C 0.71 -3.47 -2.10  0.67
12 N 2.06 -3.48 -1.63  -0.86
13 O 0.51 -3.61 -3.29  -0.54
14 C 0.26 1.32 -0.95  -0.25
15 H 2.36 3.26 -1.84  0.23
16 H 2.09 2.12 -3.24  0.23
17 H 1.40 3.81 -3.25  0.23
18 H -0.96 3.80 -3.21  0.24
19 H -3.17 2.93 -2.23  0.23
20 H -3.21 1.12 -0.45  0.22
21 H -2.12 -0.77 0.60  0.28
22 H -1.23 0.32 1.72  0.29
23 H 1.45 -1.03 0.23  0.08
24 H 0.56 -1.56 2.25  0.08
25 H -1.14 -3.48 0.94  0.27
26 H 0.60 -3.85 0.63  0.26
27 H -1.05 -2.31 -1.58  0.26
28 H -1.26 -4.09 -1.42  0.28
29 H 2.63 -3.78 -2.43  0.41
30 H 2.23 -4.17 -0.90  0.38
31 H 1.23 0.91 -0.59  0.20
32 C 0.26 1.62 5.25  -0.49
33 N 0.39 1.52 3.77  0.54
34 O 0.88 0.50 3.31  -0.44
35 O 0.00 2.47 3.12  -0.34
36 H 0.65 0.71 5.69  0.24
37 H 0.84 2.48 5.57  0.25
38 H -0.80 1.74 5.48  0.25

[2]
Here is a cluster of 3 separate species, C24H42FN4O3 in total at a distorted geometry from OMol25. Energies are from ωB97M-V/def2-TZVPD.

Results
strongest force on any atom	3.44	eV/Å
total energy	-1483.8690	a.u.
frontier orbital gap (spin up / spin down)	5.251 / 5.974	eV
total charge	+1
2S+1	3

Last column: Löwdin spin population.
Positions of all 74 atoms, in Å:
1 O 5.13 1.22 2.19  0.00
2 C 4.25 1.31 1.44  0.00
3 F 4.10 0.50 0.34  0.00
4 C 3.13 2.37 1.67  0.00
5 C 1.75 1.68 1.72  0.00
6 C 1.55 0.27 2.01  0.00
7 C 0.18 -0.18 2.04  0.00
8 N -0.95 0.48 1.82  0.00
9 N -0.67 1.74 1.57  0.00
10 C 0.49 2.36 1.53  0.00
11 H 3.13 3.20 0.93  0.00
12 H 3.32 2.80 2.68  0.00
13 H 2.38 -0.43 2.19  0.00
14 H 0.04 -1.26 2.30  0.00
15 H -1.51 2.31 1.39  0.00
16 H 0.51 3.46 1.34  0.00
17 C -6.53 3.82 -2.71  0.00
18 C -5.97 2.77 -1.71  0.03
19 C -7.09 2.25 -0.80  0.01
20 C -7.48 3.19 0.34  0.00
21 C -6.25 3.65 1.10  0.01
22 C -5.19 4.28 0.18  0.03
23 N -4.84 3.39 -0.96  0.36
24 O -4.08 2.41 -0.49  0.54
25 C -5.73 5.63 -0.34  0.00
26 C -3.96 4.68 1.01  0.00
27 C -5.53 1.60 -2.60  0.00
28 H -5.84 4.65 -2.86  0.00
29 H -6.69 3.40 -3.70  0.00
30 H -7.49 4.23 -2.39  0.00
31 H -6.79 1.30 -0.35  0.00
32 H -7.98 2.03 -1.39  0.00
33 H -8.04 4.04 -0.04  0.00
34 H -8.15 2.67 1.03  0.00
35 H -6.54 4.37 1.88  0.00
36 H -5.81 2.80 1.64  0.00
37 H -5.02 6.10 -1.03  0.00
38 H -5.89 6.33 0.49  0.00
39 H -6.69 5.55 -0.85  0.00
40 H -3.53 3.83 1.55  0.00
41 H -4.23 5.42 1.76  0.00
42 H -3.18 5.11 0.38  0.00
43 H -4.71 1.88 -3.26  0.00
44 H -6.36 1.26 -3.23  0.00
45 H -5.21 0.73 -2.02  0.00
46 C 3.56 -2.72 0.08  0.00
47 C 4.89 -3.34 0.60  0.02
48 C 6.07 -2.91 -0.29  0.01
49 C 6.18 -3.67 -1.61  0.00
50 C 6.11 -5.18 -1.37  0.01
51 C 4.86 -5.59 -0.59  0.03
52 N 4.72 -4.82 0.69  0.33
53 O 5.62 -5.28 1.54  0.58
54 C 3.62 -5.38 -1.48  0.00
55 C 4.89 -7.10 -0.34  0.00
56 C 5.11 -2.69 1.98  0.00
57 H 2.73 -3.42 0.16  0.00
58 H 3.26 -1.85 0.67  0.00
59 H 3.63 -2.38 -0.96  0.00
60 H 7.01 -3.05 0.26  0.00
61 H 6.00 -1.84 -0.50  0.00
62 H 5.40 -3.35 -2.30  0.00
63 H 7.13 -3.42 -2.09  0.00
64 H 6.14 -5.69 -2.34  0.00
65 H 7.01 -5.49 -0.84  0.00
66 H 2.70 -5.63 -0.94  0.00
67 H 3.67 -6.03 -2.36  0.00
68 H 3.52 -4.36 -1.86  0.00
69 H 5.79 -7.42 0.18  0.00
70 H 4.88 -7.64 -1.29  0.00
71 H 4.02 -7.42 0.24  0.00
72 H 4.32 -2.97 2.68  0.00
73 H 5.10 -1.60 1.89  0.00
74 H 6.07 -2.95 2.42  0.00

[3]
Here is an isolated molecule of C5H6O from OMol25. Energies are from ωB97M-V/def2-TZVPD.

Results
ΔE to the lowest compared entry with this formula, charge and spin	93.4	kcal per mole
strongest force on any atom	0.50	eV/Å
total energy	-269.1973	a.u.
frontier orbital gap	8.689	eV

Last column: natural (NBO) charge in e.
Positions of all 12 atoms, in Å:
1 C -3.10 -0.18 0.17  -0.70
2 C -1.67 0.06 0.07  0.11
3 C -0.47 0.25 0.02  -0.21
4 C 0.88 0.71 0.16  0.20
5 C 3.06 -0.01 0.45  -0.25
6 O 1.69 -0.32 0.18  -0.47
7 H -3.44 -0.86 -0.63  0.24
8 H -3.32 -0.67 1.13  0.25
9 H -3.68 0.74 0.12  0.24
10 H 3.16 1.07 0.59  0.21
11 H 3.35 -0.55 1.35  0.19
12 H 3.66 -0.35 -0.39  0.19

Q: What is the formula in the third record?
A: C5H6O